# 1
Here is a cluster of 2 separate species, C22H43BClN6O14S2 in total from the OMol25 dataset. Energies are from wB97M-V/def2-TZVPD.

Positions of all 89 atoms, in Å:
C (-1.52, 4.54, -1.79)
C (-0.19, 3.56, -1.65)
N (-0.12, 2.80, -0.36)
N (0.26, 1.52, -0.41)
C (-0.65, 0.49, -0.92)
C (-2.24, 1.00, -0.77)
O (-3.23, -0.02, -1.11)
C (-4.10, -0.33, 0.05)
C (-5.35, 0.77, 0.08)
O (-6.02, 0.67, -1.23)
C (-7.33, -0.01, -1.10)
C (-7.12, -1.63, -1.26)
C (-0.51, -1.03, -0.32)
Cl (-0.98, -2.29, -1.66)
N (0.82, -1.44, 0.25)
C (0.70, -2.14, 1.57)
C (1.31, -3.71, 1.56)
O (2.21, -4.06, 2.51)
O (0.87, -4.71, 0.55)
C (2.16, -5.29, 0.04)
C (2.70, -6.72, 0.71)
O (2.89, -4.67, -0.92)
C (1.96, -0.41, 0.06)
C (3.23, -0.94, 0.98)
C (4.69, -0.31, 0.68)
O (5.49, -0.95, -0.22)
O (5.32, 0.84, 1.36)
C (6.32, 1.52, 0.53)
C (7.91, 1.07, 0.36)
O (5.99, 2.66, -0.15)
C (2.43, -0.68, -1.49)
C (3.00, 0.45, -2.45)
N (3.22, -0.28, -3.80)
N (2.06, 1.58, -2.86)
N (4.35, 1.07, -2.19)
C (1.42, 1.08, 0.41)
S (2.70, 2.49, 0.28)
B (0.94, 1.31, 2.00)
O (-0.52, 1.45, 2.37)
O (1.88, 1.34, 3.15)
C (1.12, 0.81, 4.33)
H (-1.31, 5.53, -2.38)
H (-2.08, 4.71, -0.76)
H (-2.30, 3.93, -2.46)
H (-0.26, 2.79, -2.53)
H (0.75, 4.25, -1.87)
H (-0.81, 3.09, 0.36)
H (-0.49, 0.40, -2.10)
H (-2.39, 1.46, 0.32)
H (-2.44, 1.92, -1.51)
H (-4.59, -1.40, 0.00)
H (-3.51, -0.29, 1.08)
H (-4.89, 1.85, 0.25)
H (-6.05, 0.58, 1.01)
H (-7.91, 0.28, -0.11)
H (-7.98, 0.36, -2.01)
H (-7.25, -2.10, -0.18)
H (-6.10, -1.91, -1.76)
H (-7.99, -2.06, -1.93)
H (-1.43, -1.11, 0.44)
H (1.13, -2.26, -0.36)
H (1.08, -1.60, 2.52)
H (-0.45, -2.38, 1.84)
H (3.88, -6.70, 0.75)
H (2.26, -6.86, 1.80)
H (2.36, -7.66, 0.07)
H (3.35, -2.09, 0.70)
H (3.06, -0.80, 2.15)
H (8.60, 1.95, -0.03)
H (8.34, 0.52, 1.30)
H (7.91, 0.26, -0.51)
H (3.26, -1.55, -1.43)
H (1.57, -1.18, -2.15)
H (3.96, -1.03, -3.61)
H (3.76, 0.44, -4.36)
H (1.87, 1.56, -3.90)
H (2.43, 2.52, -2.60)
H (4.53, 1.94, -2.74)
H (5.14, 0.42, -2.42)
H (3.41, 2.64, 1.48)
H (-0.89, 0.51, 2.18)
H (1.90, 0.55, 5.19)
H (0.40, 1.62, 4.80)
H (0.56, -0.19, 4.10)
O (-7.13, 1.71, 2.85)
S (-8.49, 1.14, 2.84)
O (-9.45, 2.15, 2.36)
O (-8.85, 0.72, 4.20)
O (-8.52, -0.03, 1.94)

Calculated values
**Max |F|**: 0.183 hartree/bohr
**ΔE to the lowest compared entry with this formula, charge and spin**: 13.793 eV
**Total charge**: -1

---

# 2
Here is a cluster of 2 separate species, C2H9NS in total from the OMol25 dataset. Energies are from wB97M-V/def2-TZVPD.

Positions of all 13 atoms, in Å:
N (1.24, 2.43, -0.42)
H (0.40, 1.86, -0.26)
H (1.72, 2.31, -1.29)
H (1.84, 2.21, 0.33)
C (-0.81, -1.56, 1.42)
S (0.36, -0.41, 0.75)
C (-0.18, -0.26, -1.02)
H (-1.78, -1.74, 0.71)
H (-0.50, -2.69, 1.52)
H (-1.33, -1.25, 2.39)
H (0.70, -0.31, -1.81)
H (-0.89, 0.64, -1.20)
H (-0.76, -1.22, -1.11)

Calculated values
**Max |F|**: 0.098 hartree/bohr
**Structure (SMILES)**: CSC.N
**ΔE to the lowest compared entry with this formula, charge and spin**: 1.204 eV

---

# 3
Here is the molecule C2H4N4O from the OMol25 dataset. Energies are from wB97M-V/def2-TZVPD.

Positions of all 11 atoms, in Å:
C (0.98, 1.07, -1.17)
C (-0.90, -0.54, 1.15)
H (1.80, 1.68, -0.78)
H (1.27, 0.38, -1.93)
H (0.45, 1.94, -1.77)
H (-1.64, -2.02, 1.91)
N (0.15, 0.24, -0.38)
N (0.44, -0.94, -0.42)
N (-0.10, -1.47, 0.57)
N (-0.70, 0.59, 0.63)
O (-1.74, -0.92, 2.18)

Calculated values
**Max |F|**: 0.128 hartree/bohr
**Structure (SMILES)**: Cn1nnc(O)n1
**ΔE to the lowest compared entry with this formula, charge and spin**: 3.481 eV

---

# 4
Here is a cluster of 6 separate species, C17H33NO5 in total from the OMol25 dataset. Energies are from wB97M-V/def2-TZVPD.

Positions of all 56 atoms, in Å:
C (4.07, -6.50, 4.07)
C (3.41, -5.81, 2.80)
O (3.26, -4.58, 2.79)
C (3.23, -6.68, 1.56)
H (4.46, -7.52, 3.99)
H (3.49, -6.45, 4.99)
H (4.87, -5.79, 4.27)
H (2.19, -6.63, 1.25)
H (3.42, -7.72, 1.83)
H (3.99, -6.36, 0.85)
C (-1.27, 0.70, 1.13)
C (-1.14, -0.71, 0.41)
O (-1.80, -1.06, -0.56)
C (-0.19, -1.61, 1.09)
H (-0.64, 0.77, 2.02)
H (-2.29, 0.78, 1.51)
H (-1.04, 1.53, 0.46)
H (-0.66, -2.21, 1.87)
H (0.58, -0.99, 1.55)
H (0.22, -2.20, 0.27)
C (-1.02, -1.41, -5.90)
C (0.39, -1.93, -5.85)
O (1.23, -1.54, -6.60)
C (0.67, -2.94, -4.73)
H (-1.46, -1.05, -4.97)
H (-1.77, -2.01, -6.40)
H (-0.96, -0.54, -6.56)
H (0.37, -3.94, -5.05)
H (0.19, -2.79, -3.76)
H (1.76, -2.94, -4.66)
C (-1.91, 6.89, 2.29)
C (-3.33, 7.08, 1.78)
O (-4.00, 6.20, 1.25)
C (-4.06, 8.39, 2.11)
H (-1.72, 5.86, 2.62)
H (-1.79, 7.49, 3.19)
H (-1.13, 7.04, 1.55)
H (-3.81, 8.80, 3.09)
H (-5.12, 8.19, 2.02)
H (-3.86, 9.12, 1.33)
C (1.85, 1.88, -3.38)
C (2.21, 3.08, -4.30)
O (3.05, 3.92, -3.94)
C (1.47, 3.09, -5.65)
H (2.59, 1.18, -3.00)
H (0.93, 1.43, -3.73)
H (1.63, 2.38, -2.44)
H (0.41, 3.19, -5.39)
H (1.55, 2.22, -6.30)
H (1.75, 3.97, -6.23)
C (-2.20, -2.09, 6.13)
C (-2.67, -1.58, 7.45)
N (-2.99, -1.08, 8.42)
H (-1.13, -2.29, 6.13)
H (-2.43, -1.29, 5.43)
H (-2.82, -2.95, 5.87)

Calculated values
**Max |F|**: 0.059 hartree/bohr
**Structure (SMILES)**: CC(C)=O.CC(C)=O.CC(C)=O.CC(C)=O.CC(C)=O.CC#N
**ΔE to the lowest compared entry with this formula, charge and spin**: 1.292 eV

---

# 5
Here is a cluster of 4 separate species, C22H56N4O7 in total from the OMol25 dataset. Energies are from wB97M-V/def2-TZVPD.

Positions of all 89 atoms, in Å:
C (3.84, 9.22, -5.58)
O (4.49, 8.60, -4.47)
C (5.23, 7.51, -4.85)
C (6.17, 7.22, -3.79)
N (5.64, 6.53, -2.62)
C (6.45, 6.58, -1.33)
C (6.14, 5.34, -0.52)
O (4.89, 4.97, -0.04)
C (4.35, 6.03, 0.76)
H (3.34, 10.07, -5.13)
H (3.18, 8.45, -5.96)
H (4.45, 9.40, -6.47)
H (5.69, 7.59, -5.83)
H (4.52, 6.69, -4.96)
H (6.64, 8.14, -3.43)
H (6.92, 6.59, -4.27)
H (4.65, 6.72, -2.48)
H (6.33, 7.51, -0.77)
H (7.52, 6.61, -1.55)
H (6.77, 5.48, 0.36)
H (6.58, 4.43, -0.92)
H (3.67, 5.54, 1.46)
H (3.86, 6.71, 0.07)
H (5.07, 6.58, 1.36)
C (-7.00, -7.95, 14.90)
O (-7.13, -7.70, 13.49)
C (-6.27, -6.59, 13.20)
C (-6.05, -6.46, 11.64)
N (-7.17, -5.97, 10.87)
C (-7.47, -4.58, 11.16)
C (-8.79, -4.15, 10.45)
O (-9.96, -4.59, 11.08)
C (-11.17, -4.10, 10.61)
H (-6.02, -8.36, 15.12)
H (-7.68, -8.70, 15.30)
H (-7.08, -7.10, 15.58)
H (-5.32, -6.77, 13.70)
H (-6.71, -5.71, 13.67)
H (-5.87, -7.50, 11.36)
H (-5.21, -5.82, 11.39)
H (-8.05, -6.43, 11.02)
H (-6.70, -3.91, 10.78)
H (-7.51, -4.39, 12.24)
H (-8.65, -4.57, 9.45)
H (-8.98, -3.08, 10.40)
H (-11.28, -4.48, 9.60)
H (-11.14, -3.01, 10.60)
H (-12.10, -4.42, 11.08)
C (2.98, -0.52, -8.04)
O (3.74, -0.13, -9.07)
C (4.21, 1.21, -8.85)
C (4.88, 1.69, -10.10)
N (3.95, 2.00, -11.12)
C (3.46, 0.86, -11.90)
C (2.88, 1.34, -13.25)
O (1.58, 1.85, -13.11)
C (1.02, 2.52, -14.14)
H (3.57, -0.47, -7.12)
H (2.68, -1.55, -8.22)
H (2.08, 0.04, -7.81)
H (4.88, 1.22, -8.00)
H (3.35, 1.88, -8.72)
H (5.70, 1.10, -10.50)
H (5.34, 2.56, -9.62)
H (3.16, 2.52, -10.77)
H (2.75, 0.28, -11.32)
H (4.36, 0.28, -12.10)
H (2.91, 0.47, -13.91)
H (3.54, 2.04, -13.78)
H (0.97, 1.93, -15.06)
H (1.50, 3.47, -14.37)
H (0.12, 2.55, -13.54)
C (1.03, -2.53, 2.00)
C (-0.01, -3.62, 1.83)
C (-1.47, -3.18, 1.77)
O (-2.19, -4.25, 2.16)
C (-2.54, -4.41, 3.54)
N (0.35, -4.62, 0.83)
H (0.93, -1.73, 1.27)
H (2.06, -2.89, 2.00)
H (0.89, -1.96, 2.92)
H (0.12, -4.20, 2.74)
H (-1.72, -2.95, 0.73)
H (-1.69, -2.28, 2.35)
H (-3.43, -5.04, 3.61)
H (-3.04, -3.52, 3.92)
H (-1.80, -4.75, 4.26)
H (0.36, -4.20, -0.09)
H (-0.50, -5.17, 0.80)

Calculated values
**Max |F|**: 0.087 hartree/bohr
**Structure (SMILES)**: COC[C@H](C)N.COCCNCCOC.COCCNCCOC.COCCNCCOC
**ΔE to the lowest compared entry with this formula, charge and spin**: 3.262 eV

---

# 6
Here is a cluster of 3 separate species, C16H29BO10 in total from the OMol25 dataset. Energies are from wB97M-V/def2-TZVPD.

Positions of all 56 atoms, in Å:
C (3.38, -2.45, 2.59)
O (4.04, -3.63, 1.97)
B (3.04, -4.41, 1.16)
O (2.46, -3.86, -0.11)
C (2.65, -5.91, 1.74)
C (3.52, -6.89, 0.74)
O (2.44, -7.50, -0.06)
C (1.07, -7.41, 0.51)
O (0.05, -8.13, 0.00)
C (1.07, -6.37, 1.79)
C (0.07, -5.07, 1.79)
O (-1.35, -5.40, 2.13)
C (-2.10, -4.21, 1.62)
C (-1.76, -2.71, 2.29)
O (-3.02, -4.31, 0.63)
H (3.23, -2.71, 3.75)
H (2.33, -2.23, 2.09)
H (4.12, -1.54, 2.55)
H (3.14, -3.24, -0.54)
H (3.04, -5.91, 2.86)
H (4.31, -7.61, 1.22)
H (4.12, -6.22, -0.01)
H (0.83, -7.00, 2.78)
H (0.44, -4.38, 2.69)
H (0.05, -4.52, 0.76)
H (-1.08, -2.17, 1.48)
H (-1.15, -2.95, 3.29)
H (-2.73, -2.10, 2.54)
O (-0.77, 0.45, 2.95)
C (-1.17, 1.05, 1.95)
O (-0.29, 1.47, 1.01)
C (-0.65, 2.02, -0.27)
C (-0.98, 3.50, -0.15)
C (-2.62, 1.38, 1.79)
H (-1.47, 1.44, -0.72)
H (0.22, 1.89, -0.92)
H (-1.83, 3.67, 0.51)
H (-1.21, 3.92, -1.13)
H (-0.13, 4.04, 0.28)
H (-2.85, 2.28, 2.37)
H (-3.21, 0.54, 2.16)
H (-2.93, 1.54, 0.75)
O (-0.52, 5.63, -1.72)
C (-0.91, 6.22, -2.73)
O (-0.04, 6.65, -3.66)
C (-0.40, 7.20, -4.94)
C (-0.72, 8.67, -4.82)
C (-2.37, 6.56, -2.89)
H (-1.21, 6.62, -5.39)
H (0.47, 7.07, -5.59)
H (-1.58, 8.85, -4.16)
H (-0.96, 9.10, -5.81)
H (0.12, 9.22, -4.40)
H (-2.59, 7.45, -2.30)
H (-2.96, 5.72, -2.51)
H (-2.67, 6.71, -3.92)

Calculated values
**Max |F|**: 0.184 hartree/bohr
**Structure (SMILES)**: COB(O)[C@@H]1COC(=O)[C@@H]1COC(C)=O.CCOC(C)=O.CCOC(C)=O

---

no.,LUMO level (eV)
1,-0.693
2,0.959
3,0.758
4,0.207
5,0.780
6,0.306